Entry from the OMol25 dataset: C27H34CdN9O6S as an isolated structure (ωB97M-V with the def2-TZVPD basis set).

The charge is -1. The calculation puts the largest force on an atom at 0.31 eV/Å. The calculation puts the energy above the lowest of the compared OMol25 structures with the same formula, charge and spin at 0.0000 eV.

The geometry in XYZ format:
```
78
Properties=species:S:1:pos:R:3:forces:R:3
Cd 0.468 0.089 0.400 -0.103 -0.090 -0.069
S -3.874 0.160 -1.695 0.018 0.012 -0.019
O -4.095 -1.174 1.720 -0.032 0.025 -0.004
O -0.037 3.446 -1.932 0.031 0.025 0.024
O 4.127 3.438 -4.617 0.031 0.009 0.020
O -0.356 1.420 -1.261 -0.042 -0.046 0.116
O 0.737 2.808 -0.018 0.111 -0.017 0.130
O -1.723 -0.239 1.439 -0.019 0.102 -0.006
N -1.095 1.502 2.835 0.048 -0.060 -0.061
N 0.108 2.584 -1.068 0.121 0.035 -0.289
N 2.582 0.707 -1.283 0.061 -0.052 0.052
N -2.738 -2.125 -0.991 -0.008 -0.158 0.209
N 3.980 2.671 -1.902 0.033 0.021 0.083
N 0.565 -1.964 -0.329 -0.080 0.059 -0.022
N 0.148 1.173 2.437 -0.114 -0.012 0.136
N 2.560 0.242 1.726 -0.005 -0.005 -0.064
N -4.988 -2.235 -1.550 0.027 0.015 0.002
C 3.615 1.490 3.457 0.021 -0.006 -0.016
C 0.728 -1.510 -2.794 -0.015 0.016 -0.040
C 4.756 2.245 -4.186 -0.011 -0.004 -0.027
C -3.847 -1.482 -1.378 0.011 -0.013 -0.075
C 0.989 -4.170 -0.207 0.011 -0.009 0.016
C -2.502 -3.558 -1.030 -0.006 0.010 -0.035
C 4.837 0.939 3.119 -0.016 0.014 0.013
C 1.146 1.582 3.115 0.015 -0.015 -0.023
C -5.715 0.218 2.697 0.003 0.006 0.005
C 0.790 -2.418 -1.605 0.016 -0.024 0.015
C 4.902 0.019 2.082 0.012 -0.023 -0.007
C -1.993 0.714 2.233 0.031 -0.035 -0.024
C 3.731 -0.293 1.409 0.018 0.030 -0.018
C 2.482 1.108 2.741 -0.046 0.034 0.051
C -4.390 -0.008 2.322 -0.020 -0.060 -0.042
C 3.220 1.623 -1.573 -0.054 0.010 -0.084
C -5.112 2.375 3.584 -0.001 -0.014 -0.006
C 5.154 2.345 -2.723 0.014 0.014 -0.030
C 0.681 -3.037 0.516 0.096 0.020 0.058
C 2.941 3.692 -3.867 -0.084 -0.020 -0.036
C -3.413 0.961 2.596 0.005 0.015 0.010
C 3.260 3.862 -2.396 0.001 0.021 0.092
C 0.489 -2.885 1.992 0.006 0.015 0.040
C -3.797 2.143 3.227 0.013 0.029 0.014
C 1.054 -3.773 -1.570 -0.009 0.014 -0.016
C -5.422 -3.251 -0.593 0.013 0.004 -0.004
C -6.070 1.399 3.318 -0.003 0.005 0.006
H -5.121 -4.256 -0.890 0.019 -0.006 -0.002
H -1.426 -3.713 -1.086 -0.018 -0.011 -0.024
H 1.130 -5.161 0.199 -0.001 -0.004 -0.003
H 2.359 4.008 -1.802 -0.040 -0.038 -0.028
H -3.029 2.876 3.429 0.003 -0.004 -0.004
H -0.525 -2.563 2.244 -0.005 0.000 -0.021
H 3.720 -0.991 0.581 -0.006 -0.006 -0.021
H 1.010 2.207 3.995 0.027 0.010 -0.001
H -5.393 3.304 4.062 -0.003 0.001 0.002
H 0.210 -0.580 -2.561 -0.009 0.012 0.016
H -6.511 -3.229 -0.553 0.006 -0.001 0.004
H -5.044 -3.040 0.407 0.017 0.009 0.018
H 1.726 -1.243 -3.153 -0.005 0.019 0.018
H 2.499 4.600 -4.274 0.000 -0.007 0.004
H 5.835 -0.449 1.797 0.000 0.004 -0.001
H 3.523 2.203 4.266 -0.007 -0.002 0.004
H 0.194 -1.986 -3.619 0.011 -0.024 0.011
H 4.077 1.392 -4.325 0.002 -0.002 0.012
H -3.162 -1.079 1.397 0.009 -0.024 0.022
H 5.730 1.218 3.663 0.005 -0.002 -0.003
H -7.105 1.567 3.592 -0.002 -0.002 -0.001
H -1.927 -1.562 -0.786 -0.054 0.174 -0.095
H -5.727 -1.621 -1.855 0.010 0.000 0.005
H 5.632 2.099 -4.819 0.002 0.005 0.005
H -6.447 -0.547 2.473 -0.002 0.000 -0.004
H 1.172 -2.141 2.417 0.002 -0.002 -0.007
H 5.593 1.414 -2.364 -0.009 -0.005 -0.010
H 3.927 4.714 -2.251 0.004 -0.008 -0.005
H -2.876 -4.071 -0.142 -0.018 0.004 0.016
H 5.880 3.149 -2.585 -0.010 0.009 -0.013
H 1.248 -4.400 -2.428 0.009 -0.003 -0.001
H -2.971 -3.989 -1.916 -0.004 -0.013 0.007
H 0.684 -3.833 2.495 -0.022 -0.005 0.000
H 2.230 2.868 -4.001 -0.009 0.025 0.023
```
Positions in Å, forces in eV/Å.

=====

Entry from the OMol25 dataset: C27H34ClIrN4O4Sb as an isolated structure at a distorted geometry (ωB97M-V with the def2-TZVPD basis set).

The multiplicity is 6. As for the expectation value of S²: 8.852. The charge is +2. The calculation puts the largest force on an atom at 2.66 eV/Å. For the total energy, the calculation gives -2372.8816 Eh.

The geometry in XYZ format:
```
72
Properties=species:S:1:pos:R:3:forces:R:3
Ir -0.374 1.962 -0.660 1.127 2.397 -0.251
Sb 1.876 -1.537 -0.900 -0.210 -1.013 -0.828
Cl 2.378 2.181 0.140 0.760 -1.071 1.223
O 1.388 1.636 1.068 -0.782 0.071 0.342
O 1.725 1.977 -1.183 -1.386 -0.115 -1.206
O 2.598 3.541 0.361 0.209 0.794 -0.019
O 3.537 1.381 0.176 0.355 -0.019 -0.208
N -2.307 1.720 -0.172 -0.389 -0.080 0.102
N -0.947 -1.339 5.480 0.755 0.100 0.843
N 1.477 8.949 -0.592 -0.028 0.042 -0.006
N -2.034 -2.682 3.937 -0.226 -1.559 -0.502
C 1.605 -2.045 -3.989 0.057 -0.097 0.047
C -3.928 0.243 0.859 0.017 -0.006 -0.480
C -3.303 2.491 -0.656 -0.142 0.056 -0.076
C 4.084 -3.786 -1.277 -0.121 -0.043 -0.203
C -4.265 -0.948 1.504 -0.732 0.541 -0.239
C -0.361 3.950 -0.661 0.156 -2.179 0.196
C -1.240 -2.536 4.965 -0.604 1.132 -0.603
C 1.469 -0.884 -3.021 0.143 0.312 0.850
C -4.957 1.088 0.346 0.128 -0.061 0.014
C -0.165 4.626 -1.875 0.028 0.523 -0.454
C 0.424 -4.322 -1.224 0.123 0.018 -0.198
C -2.580 -1.614 3.310 0.430 1.035 0.667
C 1.027 7.892 -0.611 0.066 0.111 -0.006
C 0.260 5.908 0.586 -0.224 -0.268 0.104
C 0.278 5.928 -1.860 -0.199 -0.353 -0.167
C 0.510 6.566 -0.629 0.030 -0.039 0.093
C -2.602 0.649 0.572 0.048 -0.345 0.351
C -2.230 -0.309 3.773 -0.418 -0.495 -0.392
C 0.239 -3.042 -0.438 0.471 0.582 0.143
C 0.253 -3.276 1.064 -0.008 0.162 0.023
C 4.132 -2.543 0.933 0.021 0.169 0.023
C -3.481 -1.877 2.276 0.628 -0.858 0.159
C 0.088 -0.245 -3.107 -0.127 0.339 0.252
C -4.638 2.197 -0.394 0.107 -0.030 0.068
C 3.935 -2.463 -0.567 -0.591 0.495 0.062
C -0.185 4.606 0.569 -0.082 0.555 0.424
C -1.425 -0.254 4.892 0.004 -0.018 0.058
H -0.434 -4.974 -1.040 -0.023 0.014 0.032
H -0.082 0.663 -2.455 0.338 -0.869 -0.488
H -3.028 3.345 -1.256 0.102 -0.017 0.031
H 1.566 -1.658 -5.010 0.005 0.008 -0.007
H 1.313 -4.857 -0.900 0.006 -0.056 -0.022
H 0.455 6.456 -2.787 0.046 0.039 0.025
H -5.298 -1.263 1.372 -0.103 0.268 0.287
H 0.421 6.416 1.526 0.058 0.053 -0.022
H -0.372 4.098 1.506 0.053 -0.084 -0.035
H -1.170 0.691 5.358 0.026 0.044 -0.052
H -0.597 -3.901 1.344 -0.021 0.016 0.065
H 5.166 -2.835 1.133 0.006 -0.053 0.001
H -5.408 2.846 -0.783 0.008 0.036 -0.025
H 3.480 -3.286 1.392 0.016 0.004 0.014
H -0.067 0.126 -4.122 -0.058 -0.080 -0.071
H 1.160 -3.799 1.368 -0.001 -0.018 0.036
H 4.569 -1.691 -1.002 -0.011 0.014 -0.044
H 2.246 -0.139 -3.199 0.012 -0.012 0.050
H -1.764 0.063 0.941 -0.014 0.050 0.016
H 0.485 -4.159 -2.298 -0.005 -0.072 -0.012
H 0.789 -2.758 -3.881 0.011 -0.019 -0.014
H 5.125 -4.106 -1.174 0.018 0.030 0.010
H 3.466 -4.564 -0.831 -0.001 0.004 0.004
H -3.726 -2.927 2.148 0.185 -0.008 -0.155
H 2.552 -2.572 -3.876 0.005 -0.023 -0.059
H 3.868 -3.724 -2.342 0.024 -0.068 -0.023
H -5.988 0.848 0.566 -0.052 -0.018 -0.049
H 0.196 -2.339 1.624 -0.076 -0.105 0.084
H -0.332 4.139 -2.828 0.041 -0.083 0.041
H -0.682 -2.535 -0.739 0.110 0.098 -0.033
H -2.632 0.579 3.308 -0.010 0.079 0.101
H -0.817 -3.413 5.436 -0.012 -0.036 -0.006
H 3.971 -1.575 1.405 0.018 -0.004 0.129
H -0.689 -0.982 -2.895 -0.098 0.084 -0.011
```
Positions in Å, forces in eV/Å.